1.
Density functional theory data (the ωB97M-V functional and the def2-TZVPD basis) for a structure of composition C28H37CrGeO2PSe.

CARTESIAN COORDINATES (ANGSTROEM)
Cr -2.0001 0.0279 -0.7370
C 1.9266 1.7939 1.2122
C 2.2702 0.8227 0.1224
C 3.4546 0.1358 0.2439
C 3.9194 -0.7306 -0.7104
C 3.1028 -0.9596 -1.8178
C 1.9270 -0.2463 -1.9889
C 1.5110 0.6876 -1.0636
P -0.1401 1.4679 -1.3171
C -0.0836 2.1555 -2.9513
C 1.1109 2.5877 -3.4783
C 1.1665 3.2313 -4.6843
C -0.0183 3.4669 -5.3531
C -1.2405 3.0484 -4.8405
C -1.3201 2.3718 -3.6371
C -2.6645 2.0136 -3.0711
C -0.4294 2.8926 -0.2492
C 0.0578 4.1700 -0.5164
C -0.4665 5.2371 0.1780
C -1.4369 5.0284 1.1430
C -1.9255 3.7298 1.4208
C -1.3875 2.6435 0.7404
C -1.8398 1.2210 0.9858
H 2.6636 1.6726 2.0256
H 0.9170 1.6804 1.6505
H 2.0405 2.7835 0.8189
H 4.0243 0.2861 1.1312
H 4.8711 -1.2433 -0.6293
H 3.3647 -1.6844 -2.5938
H 1.3117 -0.4258 -2.8273
H 2.0045 2.3940 -2.8760
H 2.1197 3.5503 -5.0736
H -0.0060 3.9982 -6.3163
H -2.1546 3.2723 -5.3727
H -3.4815 2.5514 -3.5433
H -2.7037 2.2706 -1.9793
H -2.9163 0.9360 -3.1952
H 0.8047 4.3531 -1.2887
H -0.1082 6.2498 -0.0005
H -1.8541 5.8680 1.6801
H -2.7510 3.5789 2.1122
H -2.7045 1.1548 1.6416
H -1.0370 0.7064 1.5243
C -4.4052 -2.9502 -1.6788
C -3.5187 -1.7847 -1.3633
O -2.6525 -1.3747 -2.2115
O -3.6642 -1.1884 -0.2598
H -3.8772 -3.9040 -1.4973
H -4.6702 -2.9306 -2.7172
H -5.2808 -2.8967 -1.0259
C 1.6917 -1.8125 4.5721
Ge 1.4915 -3.5000 3.5956
C 3.0661 -4.6504 3.9076
C -0.1267 -4.4146 4.2355
C 1.3136 -3.0150 1.6559
Se -0.3294 -2.0196 1.2243
C -1.4515 -3.6376 0.8865
H 1.3846 -1.9098 5.6392
H 1.1066 -1.0135 4.0995
H 2.7214 -1.5178 4.5570
H 3.0326 -4.9524 4.9563
H 3.9892 -4.1041 3.7147
H 3.0425 -5.5443 3.2933
H -0.0762 -4.6053 5.2936
H -0.3428 -5.3823 3.7271
H -0.9502 -3.7694 4.0374
H 1.4619 -3.8579 0.9675
H 2.1157 -2.3136 1.4113
H -2.4482 -3.2727 0.6505
H -1.4839 -4.2473 1.7685
H -1.0383 -4.1804 0.0415

## Properties
ΔE to the lowest compared entry with this formula, charge and spin: 0.0 kJ/mol
gap between HOMO and LUMO (spin up / spin down): 8.123 / 8.351 eV
HOMO (spin up / spin down): -7.53 / -7.77 eV
spin multiplicity: 5
lowest unoccupied orbital energy (spin up / spin down): 0.0217 / 0.0215 Ha
⟨S²⟩: 6.03

2.
Density functional theory data (the ωB97M-V functional and the def2-TZVPD basis) for a cluster of 2 separate species, C4H10NOP in total.

CARTESIAN COORDINATES (ANGSTROEM)
C 1.9247 -0.8900 2.0723
P 1.5334 0.5558 0.9906
O -0.0393 0.9690 1.4277
C -0.8955 0.3865 2.3146
H 1.1917 -1.4086 2.6720
H 2.9118 -1.1918 1.9121
H -1.5619 1.0577 2.7756
H -0.3482 -0.1701 3.0955
H -1.5417 -0.2102 1.8337
C -0.5456 -1.1366 -2.1753
N 0.0065 -0.0918 -1.7721
C -0.2480 1.1031 -2.4603
H -1.1449 -1.1594 -3.0739
H -0.2520 -2.1304 -1.7945
H -0.7973 1.8362 -1.8391
H 0.6830 1.4577 -2.5783
H -0.8767 1.0228 -3.4005

## Properties
ΔE to the lowest compared entry with this formula, charge and spin: 366.0 kJ/mol
gap between HOMO and LUMO: 8.903 eV
SMILES: C=POC.C=NC
HOMO: -8.25 eV
lowest unoccupied orbital energy: 0.0238 Ha

3.
Density functional theory data (the ωB97M-V functional and the def2-TZVPD basis) for a cluster of 2 separate species, C14H16ClINO3 in total.

CARTESIAN COORDINATES (ANGSTROEM)
O 2.9389 3.5222 1.6624
C 2.5700 2.4402 2.0058
N 2.8267 1.7480 3.2381
C 2.9201 0.3523 2.8538
O 3.6789 -0.4186 3.3613
C 1.9543 0.1636 1.7010
C 1.3612 -0.9720 1.1868
C 0.4696 -0.8018 0.1100
C -0.2144 -2.0142 -0.4995
C 0.6494 -2.6701 -1.6189
C 0.9265 -1.7798 -2.8421
I -0.5959 -1.9656 -4.3705
C 0.2295 0.5022 -0.3866
C -0.7667 0.7771 -1.5198
C -2.0825 1.3418 -0.8517
C -2.5021 0.5682 0.3977
O -3.8812 0.8913 0.7351
C 0.8770 1.6399 0.1262
C 1.7470 1.4545 1.1883
H 2.1198 1.9349 3.9424
H 1.5712 -1.9443 1.6301
H -1.2014 -1.7866 -0.9124
H -0.3838 -2.7991 0.2531
H 1.6249 -2.9037 -1.1611
H 0.1511 -3.5835 -1.9652
H 1.8344 -2.1587 -3.3275
H 1.1302 -0.7329 -2.6040
H -0.3270 1.5095 -2.2067
H -1.0551 -0.1373 -2.0384
H -1.8257 2.3623 -0.5271
H -2.8763 1.3547 -1.6080
H -1.8894 0.8141 1.2822
H -2.4778 -0.5254 0.2350
H -4.1458 0.1764 1.3252
H 0.7245 2.6452 -0.2633
Cl -6.0801 0.9953 1.4683

## Properties
ΔE to the lowest compared entry with this formula, charge and spin: 0.0 kJ/mol
gap between HOMO and LUMO: 4.939 eV
HOMO: -3.15 eV
charge: -1
lowest unoccupied orbital energy: 0.0657 Ha

4.
Density functional theory data (the ωB97M-V functional and the def2-TZVPD basis) for a structure of composition C22H24N6OReS3.

CARTESIAN COORDINATES (ANGSTROEM)
Re -0.0909 0.5335 -0.2655
C 3.7313 -1.2901 -1.0758
C 2.3092 -0.8683 -1.0452
N 1.7187 -0.4398 0.0501
N 2.3590 -0.3957 1.2035
C 1.8886 0.3741 2.1429
N 2.4361 0.3903 3.3488
S 0.5673 1.5119 1.8392
C 1.4600 -0.9512 -2.2204
C 1.8698 -1.4274 -3.4704
C 0.9417 -1.5380 -4.4911
C -0.3792 -1.1707 -4.2547
C -0.7109 -0.6708 -3.0111
N 0.1796 -0.5367 -2.0307
H 4.2190 -1.0424 -0.1376
H 4.2608 -0.8071 -1.8947
H 3.7871 -2.3675 -1.2253
H 3.2208 -0.2093 3.5511
H 2.1093 1.0271 4.0586
H 2.8958 -1.7155 -3.6366
H 1.2379 -1.9123 -5.4582
H -1.1371 -1.2684 -5.0151
H -1.7223 -0.3655 -2.7752
C -7.4933 -1.6609 5.0178
C -6.7695 -2.8483 5.5168
O -6.3679 -3.1180 6.5860
S -6.5480 -4.1176 4.0944
C -5.1131 -3.4578 3.3533
C -4.8994 -3.7121 1.9888
C -3.8468 -3.1268 1.3331
C -2.9618 -2.2712 2.0194
C -3.1300 -2.0964 3.4078
C -4.1878 -2.6781 4.0620
C -1.9975 -1.5472 1.3120
C -1.2361 -0.8370 0.6600
H -7.4413 -0.8621 5.7572
H -8.5406 -1.9338 4.8693
H -7.1001 -1.3279 4.0591
H -5.5968 -4.3335 1.4489
H -3.7006 -3.2982 0.2781
H -2.4282 -1.4891 3.9576
H -4.2994 -2.5359 5.1260
C -1.2533 5.4093 -0.0288
N -2.2937 4.4242 -0.0631
C -3.6565 4.7560 0.3297
C -4.4112 3.4256 0.1506
N -3.4034 2.5773 -0.4683
C -2.2274 3.1981 -0.5462
S -0.8592 2.5342 -1.3130
H -1.4378 6.1893 -0.7696
H -0.2944 4.9411 -0.2398
H -1.2170 5.8677 0.9593
H -4.0373 5.5474 -0.3239
H -3.6824 5.1179 1.3597
H -5.2815 3.5114 -0.5035
H -4.7327 2.9944 1.1033
H -3.5543 1.6111 -0.7095

## Properties
gap between HOMO and LUMO (spin up / spin down): 5.476 / 4.846 eV
HOMO (spin up / spin down): -12.32 / -12.44 eV
charge: +2
spin multiplicity: 4
lowest unoccupied orbital energy (spin up / spin down): -0.2515 / -0.2792 Ha
⟨S²⟩: 3.82

5.
Density functional theory data (the ωB97M-V functional and the def2-TZVPD basis) for the ion C5H16N3 with charge +1.

CARTESIAN COORDINATES (ANGSTROEM)
C 2.9328 1.0467 2.1644
N 2.8907 0.0514 1.1018
C 1.6287 -0.5195 0.8141
C 0.6143 0.3688 0.0640
N -0.2638 -0.3796 -0.8657
C -1.5058 -0.8921 -0.3436
C -2.5389 -0.8710 -1.4532
N -2.8321 0.5967 -1.7341
H 3.0674 0.6097 3.1588
H 1.9875 1.6040 2.1937
H 3.7613 1.7306 1.9837
H 3.4908 0.2575 0.3242
H 1.2327 -0.8791 1.7716
H 1.7046 -1.4929 0.3050
H 1.1792 1.0860 -0.5355
H -0.0461 0.8476 0.7740
H 0.2663 -1.1021 -1.3382
H -1.8733 -0.2986 0.4813
H -1.4634 -1.8587 0.1784
H -3.4964 -1.3582 -1.2543
H -2.1404 -1.2793 -2.3534
H -2.1375 0.9086 -2.4204
H -3.7327 0.7596 -2.1777
H -2.7259 1.0639 -0.8391

## Properties
ΔE to the lowest compared entry with this formula, charge and spin: 218.9 kJ/mol
gap between HOMO and LUMO: 7.585 eV
SMILES: CNCCNCC[NH3+]
HOMO: -11.07 eV
charge: +1
lowest unoccupied orbital energy: -0.1282 Ha

6.
Density functional theory data (the ωB97M-V functional and the def2-TZVPD basis) for a cluster of 2 separate species, C2H4ClNOS in total.

CARTESIAN COORDINATES (ANGSTROEM)
C 1.6500 -0.6386 -1.0451
N 1.1074 -0.3363 0.2215
C 0.3073 0.0067 1.0055
O -0.4974 0.3612 1.7766
H 2.6642 -0.8471 -0.8484
H 1.2065 -1.5933 -1.4474
H 1.4512 0.1575 -1.7785
S -3.3896 0.7518 1.0235
Cl -2.3106 1.2439 -0.6427
H -2.1891 0.8944 1.7349

## Properties
ΔE to the lowest compared entry with this formula, charge and spin: 70.7 kJ/mol
gap between HOMO and LUMO: 9.149 eV
SMILES: CN=C=O.SCl
HOMO: -9.04 eV
lowest unoccupied orbital energy: 0.0039 Ha

7.
Density functional theory data (the ωB97M-V functional and the def2-TZVPD basis) for a structure of composition H14O7Pd.

CARTESIAN COORDINATES (ANGSTROEM)
Pd 0.0854 -0.0884 0.0207
O 0.7692 -0.0477 2.2733
H 1.2012 0.6530 2.7618
H 0.3853 -0.6087 2.9471
O -1.8827 1.0567 -0.2234
H -1.9727 1.8933 -0.6797
H -2.7823 0.7590 -0.0883
O -0.0752 -2.1751 -0.9589
H 0.6481 -2.3833 -1.5502
H -0.5289 -3.0084 -0.8320
O -1.7082 -1.0988 1.1984
H -2.0578 -0.5574 1.9062
H -2.4785 -1.5152 0.8119
O 2.2146 -0.5028 -0.2144
H 2.5662 -1.1477 -0.8280
H 2.9698 -0.2314 0.3075
O 0.1181 0.3320 -2.2119
H -0.0704 0.0228 -3.0979
H -0.0223 1.2779 -2.2528
O 0.7296 2.1006 0.1666
H 1.6287 2.4040 0.0412
H 0.2628 2.8658 0.5027

## Properties
gap between HOMO and LUMO (spin up / spin down): 3.680 / 9.408 eV
HOMO (spin up / spin down): -6.37 / -14.48 eV
charge: +1
spin multiplicity: 4
lowest unoccupied orbital energy (spin up / spin down): -0.0990 / -0.1864 Ha
⟨S²⟩: 3.75

8.
Density functional theory data (the ωB97M-V functional and the def2-TZVPD basis) for an isolated molecule of C5H13NO.

CARTESIAN COORDINATES (ANGSTROEM)
N -1.0979 -0.4294 -2.3381
C -1.5652 0.1257 -1.0560
C -0.6268 1.0680 -0.3177
C -0.3756 0.7025 1.1369
C 0.2422 -0.6542 1.3976
C 1.6418 -0.8777 0.7204
O 2.2376 0.3836 0.4159
H -0.8199 0.2942 -2.9858
H -0.3396 -1.0828 -2.2083
H -1.7472 -0.7624 -0.4499
H -2.5837 0.4809 -1.2199
H -1.0370 2.0913 -0.3165
H 0.3381 1.2218 -0.8072
H -1.3141 0.7848 1.7009
H 0.1845 1.5104 1.5996
H -0.4046 -1.4831 1.1062
H 0.4550 -0.7733 2.4570
H 1.5136 -1.4730 -0.1803
H 2.2835 -1.3500 1.4650
H 3.0151 0.2227 -0.1198

## Properties
ΔE to the lowest compared entry with this formula, charge and spin: 123.5 kJ/mol
gap between HOMO and LUMO: 9.860 eV
SMILES: NCCCCCO
HOMO: -9.02 eV
lowest unoccupied orbital energy: 0.0309 Ha

Computed E (eV) in order:
-193304.7704, -17133.1747, -43034.0665, -68812.0426, -9907.4473, -29033.2872, -18029.1398, -8932.7311